Record 1
{
  "formula": "C5H8FNS",
  "method": "ωB97M-V/def2-TZVPD",
  "species": ["C", "C", "C", "C", "C", "H", "H", "H", "H", "H", "H", "H", "H", "N", "F", "S"],
  "xyz": [[0.677, 0.616, 0.385], [-0.077, 1.163, -0.819], [-1.669, 0.254, 0.584], [-1.223, -1.149, 0.238], [-0.336, -0.286, 1.066], [1.887, -1.398, -0.126], [0.955, 1.436, 1.074], [-0.002, 0.514, -1.713], [0.279, 2.142, -1.145], [-1.512, 2.186, 0.185], [-2.532, 0.287, 1.281], [-1.714, -1.903, 0.841], [-0.174, -0.617, 2.075], [-1.482, 1.334, -0.357], [-0.827, -1.511, -1.030], [2.275, -0.124, 0.035]],
  "forces_ev_per_angstrom": [[0.1, -0.2, 0.4], [-0.4, 0.8, -0.7], [-1.1, -0.8, 0.6], [0.3, 1.0, 0.1], [0.4, 0.3, 0.2], [-0.1, 0.1, -0.1], [-0.4, -0.3, -0.2], [-0.2, 0.1, 0.7], [0.2, -0.1, 0.1], [-0.1, 0.2, 0.0], [0.6, 0.3, -0.7], [0.0, -0.4, -0.6], [0.3, 0.2, 0.3], [0.4, -0.7, -0.3], [-0.4, -0.3, 0.3], [0.6, -0.4, -0.1]],
  "nbo_charge": [-0.3542, -0.2552, -0.0806, 0.1776, -0.3079, 0.1303, 0.2263, 0.2231, 0.2082, 0.3543, 0.2172, 0.1846, 0.2294, -0.5876, -0.3420, -0.0235],
  "smiles": "F[C@@H]1[C@@H]2NC[C@H](S)[C@H]12",
  "relative_energy_kj_mol": 90.9,
  "orbital_gap_ev": 9.50
}

Record 2
{
  "formula": "C25H22BrINO2PdS2SeSi",
  "method": "ωB97M-V/def2-TZVPD",
  "species": ["Pd", "S", "C", "C", "C", "C", "C", "C", "S", "H", "H", "H", "H", "I", "C", "C", "C", "C", "C", "C", "C", "C", "C", "C", "H", "H", "H", "H", "H", "H", "Br", "C", "C", "N", "C", "C", "C", "C", "O", "O", "H", "H", "H", "C", "Si", "C", "C", "Se", "H", "H", "H", "H", "H", "H", "H", "H", "H"],
  "xyz": [[0.132, 0.077, -0.731], [-0.262, 2.448, -2.468], [-0.564, 3.794, -1.441], [-0.617, 5.109, -1.970], [-0.811, 6.216, -1.177], [-0.974, 6.090, 0.206], [-0.955, 4.829, 0.761], [-0.763, 3.702, -0.043], [-0.862, 2.125, 0.723], [-0.490, 5.223, -3.039], [-0.833, 7.197, -1.637], [-1.124, 6.962, 0.831], [-1.088, 4.695, 1.828], [2.798, 0.605, -2.436], [3.433, -1.040, -1.333], [4.775, -1.300, -1.369], [5.298, -2.458, -0.757], [4.447, -3.345, -0.176], [3.051, -3.101, -0.129], [2.200, -4.074, 0.444], [0.857, -3.860, 0.495], [0.319, -2.637, 0.042], [1.099, -1.642, -0.495], [2.504, -1.891, -0.661], [5.438, -0.626, -1.894], [6.364, -2.646, -0.787], [4.819, -4.265, 0.262], [2.641, -4.989, 0.824], [0.197, -4.610, 0.915], [-0.741, -2.460, 0.173], [-4.872, -1.471, -5.850], [-4.820, -1.560, -3.957], [-5.960, -1.942, -3.269], [-5.999, -2.025, -1.942], [-4.884, -1.724, -1.275], [-3.698, -1.340, -1.888], [-3.663, -1.251, -3.271], [-2.489, -1.010, -1.052], [-1.419, -0.846, -1.728], [-2.593, -0.959, 0.177], [-6.869, -2.184, -3.807], [-4.917, -1.786, -0.195], [-2.754, -0.940, -3.766], [-0.293, -0.775, 2.950], [1.044, 0.489, 3.009], [2.719, -0.250, 3.340], [0.656, 1.866, 4.198], [1.309, 1.530, 0.938], [-0.517, -1.114, 3.967], [0.030, -1.632, 2.360], [-1.209, -0.399, 2.493], [2.741, -0.676, 4.348], [3.511, 0.499, 3.273], [2.937, -1.050, 2.629], [0.705, 1.480, 5.221], [-0.350, 2.252, 4.025], [1.366, 2.689, 4.109]],
  "forces_ev_per_angstrom": [[0.3, 0.1, -0.3], [0.0, -0.1, 0.2], [0.0, 0.0, -0.1], [0.0, 0.0, 0.0], [0.0, -0.1, 0.0], [0.0, 0.1, 0.1], [0.0, 0.1, -0.1], [0.0, -0.2, 0.1], [0.0, 0.2, 0.4], [0.0, 0.0, 0.0], [0.0, 0.0, 0.0], [0.0, 0.0, 0.0], [0.0, 0.0, 0.0], [-0.1, 0.1, -0.1], [0.1, 0.1, 0.0], [0.0, -0.2, 0.1], [0.0, 0.1, 0.0], [0.0, 0.0, 0.0], [0.0, 0.0, 0.0], [0.1, 0.0, 0.0], [-0.1, 0.0, 0.0], [0.0, -0.1, 0.0], [-0.1, 0.1, 0.2], [0.0, 0.0, 0.0], [0.0, 0.0, 0.0], [0.0, 0.0, 0.0], [0.0, 0.0, 0.0], [0.0, 0.0, 0.0], [0.0, 0.0, 0.0], [0.0, 0.0, 0.0], [0.0, 0.0, 0.0], [0.0, 0.0, 0.0], [0.0, 0.0, 0.0], [0.1, 0.0, 0.0], [-0.1, 0.0, 0.0], [-0.1, 0.0, 0.0], [0.0, 0.0, 0.0], [0.4, -0.1, 0.4], [0.0, 0.0, -0.3], [-0.2, 0.1, -0.2], [0.0, 0.0, 0.0], [0.0, 0.0, 0.0], [0.0, 0.0, 0.0], [-0.1, -0.2, 0.0], [0.0, 0.3, -0.3], [0.1, -0.1, 0.1], [0.0, 0.0, 0.2], [-0.2, -0.2, -0.3], [0.0, 0.0, 0.0], [0.0, 0.0, 0.0], [0.0, 0.0, 0.0], [0.0, 0.0, 0.0], [0.0, 0.0, 0.0], [0.0, 0.0, 0.0], [0.0, 0.1, 0.0], [0.0, 0.0, 0.0], [0.0, 0.0, 0.0]],
  "nbo_charge": [0.6769, -0.3946, -0.1818, -0.2348, -0.1962, -0.2882, -0.2150, -0.2101, 0.1069, 0.2139, 0.1989, 0.2006, 0.2084, 0.2089, -0.1263, -0.2668, -0.2235, -0.2109, 0.0267, -0.2394, -0.2094, -0.2893, -0.0767, -0.1918, 0.2183, 0.2060, 0.1993, 0.1970, 0.2059, 0.2437, 0.0360, -0.1374, 0.0020, -0.4185, 0.0580, -0.1628, -0.1561, 0.7651, -0.7306, -0.7011, 0.1927, 0.2157, 0.2601, -1.1600, 1.5124, -1.1381, -1.1386, -0.0962, 0.2331, 0.2639, 0.2827, 0.2358, 0.2418, 0.2562, 0.2311, 0.2535, 0.2426],
  "total_charge": -1,
  "relative_energy_kj_mol": 95.6,
  "orbital_gap_ev": 6.28
}

Record 3
{
  "formula": "C23H46N2O7",
  "method": "ωB97M-V/def2-TZVPD",
  "species": ["N", "C", "C", "C", "C", "C", "O", "N", "H", "H", "H", "H", "H", "H", "H", "H", "H", "H", "C", "C", "O", "C", "H", "H", "H", "H", "H", "H", "C", "C", "O", "C", "H", "H", "H", "H", "H", "H", "C", "C", "O", "C", "H", "H", "H", "H", "H", "H", "C", "C", "O", "C", "H", "H", "H", "H", "H", "H", "C", "C", "O", "C", "H", "H", "H", "H", "H", "H", "C", "C", "O", "C", "H", "H", "H", "H", "H", "H"],
  "xyz": [[-0.010, 2.108, 0.585], [-0.550, 1.925, -0.754], [0.454, 1.455, -1.824], [1.655, 0.595, -1.362], [2.655, 1.669, -0.870], [2.175, 2.936, -1.607], [2.528, 4.061, -1.475], [1.136, 2.562, -2.553], [0.490, 1.303, 0.918], [0.527, 2.953, 0.683], [-1.355, 1.185, -0.692], [-1.015, 2.853, -1.082], [-0.133, 0.990, -2.618], [1.412, -0.165, -0.623], [2.036, 0.152, -2.281], [2.525, 1.885, 0.192], [3.709, 1.446, -1.004], [1.706, 2.158, -3.293], [0.214, 3.564, 4.277], [1.641, 3.255, 3.910], [2.031, 2.114, 3.792], [2.567, 4.425, 3.695], [-0.335, 2.634, 4.402], [0.180, 4.121, 5.214], [-0.256, 4.148, 3.484], [2.634, 5.018, 4.609], [2.202, 5.049, 2.878], [3.559, 4.056, 3.438], [-1.037, -2.632, -2.178], [-2.052, -1.601, -2.598], [-2.124, -0.526, -2.041], [-2.964, -1.966, -3.735], [-0.446, -2.242, -1.350], [-1.544, -3.542, -1.856], [-0.375, -2.859, -3.014], [-3.551, -2.849, -3.477], [-2.374, -2.172, -4.629], [-3.642, -1.138, -3.935], [0.365, -5.828, -5.751], [0.472, -4.328, -5.655], [-0.471, -3.650, -5.314], [1.802, -3.709, -5.999], [-0.641, -6.138, -5.476], [0.570, -6.152, -6.773], [1.079, -6.297, -5.073], [2.067, -3.944, -7.031], [2.575, -4.091, -5.331], [1.739, -2.629, -5.888], [-0.405, -1.029, 6.272], [-1.436, -0.005, 5.869], [-1.529, 1.055, 6.442], [-2.342, -0.359, 4.717], [0.178, -0.646, 7.107], [-0.896, -1.955, 6.575], [0.266, -1.231, 5.435], [-2.916, -1.257, 4.956], [-1.751, -0.535, 3.817], [-3.031, 0.462, 4.533], [6.030, 5.576, 7.263], [4.649, 4.969, 7.271], [3.673, 5.628, 7.543], [4.539, 3.507, 6.923], [5.965, 6.628, 7.529], [6.666, 5.065, 7.987], [6.470, 5.487, 6.268], [5.111, 2.907, 7.632], [4.914, 3.336, 5.912], [3.495, 3.203, 6.966], [-5.010, -4.279, -6.617], [-5.922, -4.271, -5.416], [-5.481, -4.219, -4.292], [-7.406, -4.329, -5.678], [-3.974, -4.233, -6.285], [-5.158, -5.194, -7.192], [-5.218, -3.415, -7.250], [-7.655, -5.246, -6.214], [-7.714, -3.467, -6.273], [-7.942, -4.315, -4.732]],
  "forces_ev_per_angstrom": [[-0.7, 0.4, 0.1], [0.3, -0.3, 0.1], [-0.2, -0.3, -1.4], [-0.2, 0.7, 0.1], [-0.8, 0.2, 0.5], [-0.2, -0.7, -0.8], [0.7, 0.7, 0.5], [0.2, 0.5, 1.4], [0.2, 0.0, 0.1], [0.3, 0.0, 0.1], [0.3, 0.1, -0.1], [0.1, 0.1, -0.1], [0.0, -0.5, 0.3], [0.1, -0.1, 0.0], [0.1, -0.4, 0.2], [0.1, -0.2, 0.0], [0.1, 0.1, -0.3], [-0.4, -0.1, -0.5], [0.0, -0.3, 0.0], [-0.1, -0.1, 0.0], [0.0, 0.0, 0.0], [0.2, -0.2, 0.0], [0.0, 0.0, 0.0], [0.0, 0.1, -0.1], [0.0, 0.1, 0.1], [-0.1, 0.1, -0.1], [-0.1, 0.1, 0.1], [0.0, 0.0, 0.0], [0.1, 0.2, 0.3], [-0.1, 0.1, 0.0], [0.0, -0.1, 0.0], [-0.1, 0.3, 0.0], [0.0, 0.0, 0.0], [0.0, -0.1, -0.2], [-0.1, -0.1, -0.1], [0.1, -0.1, -0.1], [0.0, -0.2, 0.0], [0.0, 0.0, 0.0], [-0.2, 0.0, 0.1], [-0.1, 0.0, 0.0], [0.0, 0.0, 0.0], [-0.1, 0.2, 0.1], [0.0, 0.0, 0.0], [0.1, -0.1, 0.0], [0.1, 0.0, -0.1], [0.1, -0.1, 0.0], [0.1, -0.1, -0.1], [0.0, 0.0, 0.0], [0.1, 0.1, 0.2], [0.0, 0.1, 0.0], [0.0, 0.0, 0.0], [-0.1, 0.2, 0.0], [0.0, 0.0, 0.0], [0.0, -0.1, -0.1], [-0.1, -0.1, 0.0], [0.1, -0.1, -0.1], [0.0, -0.1, 0.0], [0.0, 0.0, 0.0], [-0.1, 0.2, 0.1], [-0.1, 0.0, 0.0], [0.0, 0.0, 0.0], [-0.3, 0.0, 0.0], [0.0, 0.0, 0.0], [0.1, -0.1, -0.1], [0.1, -0.1, 0.0], [0.1, 0.0, -0.1], [0.1, -0.1, 0.1], [0.0, 0.0, 0.0], [0.2, 0.0, 0.1], [0.1, 0.0, 0.1], [0.0, 0.0, 0.1], [0.0, 0.0, 0.2], [0.0, 0.0, 0.0], [-0.1, 0.1, -0.1], [-0.1, -0.1, -0.1], [0.0, 0.1, -0.1], [0.0, -0.1, -0.1], [0.0, 0.0, 0.0]],
  "mulliken_charge": [-0.4641, -1.1634, 0.5761, -1.0295, -0.1972, 0.2247, -0.5374, -0.5350, 0.1981, 0.2610, 0.4545, 0.3927, 0.3896, 0.3582, 0.3635, 0.0297, 0.3918, 0.2905, -0.9143, 0.9804, -0.5886, -1.2654, 0.0502, 0.4079, 0.3206, 0.2930, 0.3886, 0.2880, -0.7876, 0.7436, -0.5097, -1.0263, 0.2364, 0.3883, 0.0221, 0.2937, 0.2842, 0.3479, -1.1497, 0.8505, -0.4928, -1.1798, 0.2913, 0.3480, 0.3344, 0.3832, 0.3375, 0.2765, -1.1376, 0.9278, -0.5484, -1.1755, 0.2892, 0.3595, 0.3063, 0.4198, 0.2953, 0.2877, -1.0970, 0.8557, -0.5523, -1.0405, 0.3104, 0.3231, 0.3019, 0.4196, 0.2872, 0.2073, -0.9388, 0.8301, -0.5298, -1.1424, 0.1355, 0.3689, 0.3167, 0.3335, 0.3283, 0.3025],
  "smiles": "NC[C@@H]1CCC(=O)N1.CC(C)=O.CC(C)=O.CC(C)=O.CC(C)=O.CC(C)=O.CC(C)=O",
  "relative_energy_kj_mol": 0.0,
  "orbital_gap_ev": 9.11
}